Computed, not measured: a cluster of 17 separate species, C32H106N8O17 in total in a non-equilibrium geometry, with ωB97M-V with the def2-TZVPD basis set.

Element x y z (Å)
C 1.69229 25.50491 -2.38248
C 0.75590 24.40731 -1.78053
C 1.47406 23.89039 -0.53273
O 0.62982 23.01952 0.24059
C 1.36148 22.31189 1.26276
N -0.50930 25.02354 -1.55335
H 1.51257 25.67484 -3.44405
H 2.72656 25.16247 -2.34917
H 1.72971 26.48060 -1.89799
H 0.61016 23.61420 -2.51388
H 1.71213 24.68187 0.17789
H 2.44130 23.42988 -0.73397
H 0.64610 21.73539 1.84926
H 1.89211 22.91047 2.00319
H 1.98283 21.55987 0.77648
H -0.49511 25.56755 -0.70250
H -1.11512 24.28258 -1.23077
C 5.90096 20.12645 5.52340
C 5.28989 18.90582 4.82275
C 6.26745 18.18147 3.88792
O 7.31709 17.62156 4.71721
C 8.52199 17.27113 3.97333
N 4.59176 18.01509 5.72745
H 6.96147 19.98533 5.73194
H 5.30281 20.41364 6.38817
H 5.87301 20.93466 4.79255
H 4.50753 19.35123 4.20823
H 6.73327 18.90518 3.21905
H 5.70667 17.45131 3.30441
H 9.13956 18.16791 3.92347
H 8.49072 16.99660 2.91893
H 9.03213 16.41953 4.42350
H 4.15353 17.31588 5.14507
H 5.34188 17.50217 6.16831
C -2.52674 19.33658 10.02520
C -1.03535 19.12122 9.82201
C -0.73562 18.88768 8.33775
O -1.25506 17.70089 7.75408
C -0.33128 16.59629 7.92236
N -0.34423 20.28187 10.27845
H -3.10792 18.54136 9.55835
H -2.89098 20.29202 9.64764
H -2.75621 19.27176 11.08880
H -0.73208 18.30173 10.47360
H 0.28422 19.12171 8.03243
H -1.14778 19.73800 7.79445
H -0.76125 15.59686 7.85618
H 0.24613 16.54005 8.84515
H 0.44184 16.75049 7.16962
H -0.52757 20.94612 9.54003
H 0.63338 20.10261 10.09886
C 3.50581 17.88035 1.33282
C 2.10565 17.24164 1.31331
C 1.94694 16.34800 2.58928
O 0.78549 15.57397 2.42870
C 0.54356 14.77475 3.63032
N 1.21113 18.33128 1.21153
H 3.63040 18.42549 0.39721
H 4.21039 17.05803 1.20844
H 3.79259 18.50209 2.18093
H 2.03764 16.59969 0.43503
H 1.85054 17.00283 3.45531
H 2.78927 15.67014 2.72731
H -0.39956 14.24056 3.51519
H 0.34642 15.45981 4.45490
H 1.41975 14.24449 4.00343
H 1.20632 18.95178 2.00843
H 0.36824 17.78844 1.33387
C 9.62471 19.05024 11.89954
C 9.88752 17.70846 11.18647
C 9.91835 17.92780 9.66636
O 8.49672 18.05747 9.24764
C 8.30467 17.78376 7.85898
N 11.10470 17.26806 11.76157
H 8.63409 19.37394 11.58018
H 10.46533 19.68112 11.61066
H 9.60602 19.05207 12.98938
H 9.17786 16.92361 11.44814
H 10.35270 17.02250 9.24223
H 10.50466 18.82334 9.46062
H 7.27779 17.60155 7.54208
H 8.78481 16.85863 7.54012
H 8.77998 18.57429 7.27826
H 11.12760 16.95731 12.72230
H 11.27563 16.36079 11.35203
C 2.87189 18.04587 9.76646
C 3.48491 19.38881 10.10342
C 4.99000 19.58386 9.70446
O 5.29376 20.93760 9.84686
C 6.68182 21.23732 10.11056
N 2.67813 20.35743 9.39235
H 2.93782 17.93028 8.68461
H 1.84719 17.93187 10.12013
H 3.43052 17.19667 10.16003
H 3.43425 19.60762 11.17004
H 5.09997 19.28518 8.66196
H 5.68929 18.91510 10.20629
H 6.98675 20.83637 11.07718
H 6.72666 22.32636 10.11938
H 7.34456 20.81629 9.35452
H 2.56159 20.06775 8.43183
H 3.20844 21.21337 9.31335
C 3.39616 13.73717 6.89026
C 4.39565 14.84365 6.44710
C 5.90937 14.50079 6.49427
O 6.28395 13.96354 7.77239
C 7.65978 13.68992 7.86806
N 3.96932 15.17844 5.09329
H 3.54359 12.83300 6.29963
H 2.34214 13.96541 6.73206
H 3.59071 13.56952 7.94958
H 4.03561 15.65243 7.08299
H 6.43040 15.43363 6.27874
H 6.10719 13.80987 5.67477
H 8.28818 14.57613 7.95653
H 8.06059 13.10188 7.04243
H 7.78020 13.15426 8.80969
H 2.98434 15.40183 5.09532
H 4.20761 14.48861 4.39511
C 4.71298 22.59957 -2.14905
C 5.44032 23.51170 -1.08045
C 5.79988 22.81770 0.23505
O 4.64768 22.42182 0.99345
C 4.92142 21.76047 2.22031
N 6.59617 24.24852 -1.60813
H 4.08106 23.14721 -2.84825
H 4.05490 21.89691 -1.63788
H 5.45260 21.96760 -2.64067
H 4.80709 24.34021 -0.76312
H 6.48411 23.48795 0.75534
H 6.25829 21.84881 0.03699
H 4.01201 21.41504 2.71201
H 5.24759 22.56858 2.87504
H 5.74172 21.06856 2.02940
H 6.81606 25.14403 -1.19605
H 6.47413 24.41666 -2.59652
O 1.29300 19.72930 3.94128
H 0.41808 20.09407 4.07429
H 1.68187 19.71341 4.81578
O -1.37073 20.44030 4.99523
H -1.85860 20.50536 4.17427
H -1.59180 19.57426 5.33779
O 3.92258 23.21495 9.51942
H 3.80435 23.67624 10.34976
H 4.62075 22.58354 9.69294
O 0.64468 24.42836 4.87971
H 1.54742 24.56811 5.16565
H 0.32189 23.72281 5.44027
O 2.70651 19.71828 6.63969
H 2.90975 20.59249 6.30703
H 3.46412 19.18655 6.39573
O 3.57244 25.16553 5.79903
H 3.18502 25.23550 6.67152
H 3.33121 25.98284 5.36309
O -0.15069 22.57091 6.48700
H -0.76443 22.79266 7.18728
H -0.55383 21.82568 6.04163
O 1.95037 24.66961 8.10661
H 1.13202 24.24913 8.37066
H 2.62828 24.20428 8.59666
O 3.40017 22.36013 6.32154
H 3.54259 23.11887 5.75562
H 3.05564 22.72875 7.13496

Summary:
energy above the lowest of the compared OMol25 structures with the same formula, charge and spin = 287.11 kJ/mol
2S+1 = 1
orbital gap = 0.3294 hartree
HOMO energy = -8.70 eV
E_tot = -2999.7036 a.u.
total charge = 0

Atom charges from the Mulliken analysis, given in e for atoms 1 to 6:
1 C -1.246
2 C 0.411
3 C -0.223
4 O -0.449
5 C -0.328
6 N -0.776